1.
H18O9Sr as an isolated structure in a non-equilibrium geometry. Source: the OMol25 dataset; level of theory: ωB97M-V/def2-TZVPD.

The calculation puts the energy above the lowest of the compared OMol25 structures with the same formula, charge and spin at 0.418 eV. The net charge is +2. The value obtained for the LUMO energy is -0.2303 Ha. The calculation puts the total energy at -718.3066 hartree.

The geometry in XYZ format:
```
28
Properties=species:S:1:pos:R:3:forces:R:3
Sr -24.6997 13.3530 14.0191 0.1 -1.1 0.2
O -26.2637 11.3378 13.9253 -0.1 0.3 0.0
H -26.3182 10.3954 14.0839 0.2 -0.4 0.2
H -27.0963 11.5595 13.5083 -0.3 -0.1 -0.2
O -25.8133 13.4445 16.6482 0.4 0.0 -0.6
H -25.5220 12.9514 17.4152 0.2 -0.1 0.4
H -26.7440 13.2358 16.5679 -0.3 0.0 0.0
O -23.1967 14.8460 15.6453 -0.2 -0.3 -0.3
H -22.2407 14.8604 15.5991 0.4 0.0 0.3
H -23.4612 15.7384 15.4217 0.1 0.4 0.2
O -24.9287 15.8099 13.5079 -0.1 0.2 0.3
H -24.7991 16.4333 12.7932 0.0 0.2 -0.5
H -25.1576 16.3535 14.2619 -0.2 0.5 0.3
O -25.5117 13.7267 11.5072 0.1 0.0 0.3
H -26.3789 14.0709 11.2934 -0.4 0.2 -0.1
H -25.0886 13.5979 10.6583 0.2 -0.2 -0.3
O -23.8218 11.1409 12.2235 0.0 0.6 0.4
H -24.3481 10.6414 11.5992 -0.3 -0.3 -0.1
H -22.9956 11.3006 11.7673 0.4 -0.1 -0.1
O -27.1664 14.1245 14.2515 0.1 -0.1 -0.2
H -27.3570 15.0574 14.1541 -0.1 0.4 -0.1
H -28.0263 13.7044 14.2692 -0.4 -0.2 0.1
O -22.5431 13.9749 12.8691 0.0 -0.1 -0.1
H -22.1068 14.6691 13.3630 0.3 0.2 0.1
H -22.4284 14.2243 11.9521 0.1 0.0 -0.4
O -23.0159 11.8650 15.3895 -0.3 0.3 -0.2
H -22.8767 12.1795 16.2827 0.0 0.0 0.4
H -22.1937 11.4342 15.1558 0.2 -0.3 -0.2
```
Forces are in eV/Å.

2.
H19HgO10 as an isolated structure in a non-equilibrium geometry. Source: the OMol25 dataset; level of theory: ωB97M-V/def2-TZVPD.

The calculation puts the energy above the lowest of the compared OMol25 structures with the same formula, charge and spin at 2.364 eV. The net charge is +1. The value obtained for the LUMO energy is -0.2711 Ha. The calculation puts the total energy at -916.8365 hartree.

The geometry in XYZ format:
```
30
Properties=species:S:1:pos:R:3:forces:R:3
Hg 0.5532 -1.3584 -1.9188 -1.0 1.3 1.8
O -0.4128 -0.1704 -0.2678 1.0 -0.4 -1.4
H 0.2662 0.3636 0.1632 -0.3 -0.4 -0.2
O 1.0612 2.1026 0.5072 0.8 1.5 0.2
H 0.3622 2.7616 0.4342 -0.8 -0.4 0.1
H 1.8002 2.7106 0.6982 0.1 -0.5 0.2
O 1.8082 -2.1954 -0.1048 0.8 -0.2 -0.4
H 2.4212 -2.8694 -0.4358 0.0 -0.2 0.4
H 2.3922 -1.5224 0.3222 -0.9 -0.6 -0.5
O -2.7078 -1.2704 0.2872 1.1 0.2 -0.8
H -1.8058 -0.8724 0.0352 -2.4 -0.8 0.9
H -2.6628 -1.5864 1.2032 0.2 0.3 -0.3
O -0.3838 -1.7964 1.9542 -0.2 -0.1 -0.8
H 0.0532 -0.9824 2.2332 0.0 -0.1 0.8
H -0.6808 -1.5074 1.0702 0.3 -0.7 0.8
O -1.7238 -1.1474 -2.7778 1.5 -0.2 0.5
H -2.0428 -2.0044 -3.0778 -0.4 -0.1 -0.2
H -1.6028 -0.5644 -3.5338 -0.4 0.2 -0.4
O 2.2752 0.3566 -1.0228 0.5 -0.8 -0.6
H 1.8282 0.9306 -0.3858 0.0 0.7 -0.2
H 3.2032 0.2916 -0.7818 0.2 0.2 -0.2
O -0.8308 1.8186 -1.9798 -0.6 -2.7 -1.0
H -0.9068 1.0446 -1.3488 0.1 1.1 -0.5
H -0.6208 2.5576 -1.4658 0.4 1.7 1.0
O -1.8688 1.4236 1.4972 1.0 0.3 0.2
H -2.6178 1.7506 1.0102 -0.6 0.1 -0.2
H -1.3788 0.8866 0.8572 -0.6 0.0 0.3
O 1.1982 0.3266 2.6352 0.9 -0.2 -1.3
H 1.9842 -0.2234 2.4362 -0.5 0.3 0.7
H 1.0392 0.7446 1.7582 0.0 0.3 1.3
```
Forces are in eV/Å.

3.
A 10-piece molecular cluster, H19O10 overall in a non-equilibrium geometry. Source: the OMol25 dataset; level of theory: ωB97M-V/def2-TZVPD.

The calculation puts the energy above the lowest of the compared OMol25 structures with the same formula, charge and spin at 2.465 eV. The net charge is -1. The value obtained for the LUMO energy is 0.1084 Ha. The calculation puts the total energy at -763.7998 hartree.

The geometry in XYZ format:
```
29
Properties=species:S:1:pos:R:3:forces:R:3
O 0.9899 -0.0683 1.8778 -1.2 1.0 2.5
H 0.4455 0.3676 2.6390 1.8 -1.3 -1.9
H -2.9338 -0.4822 0.8876 -0.9 1.7 -0.3
O -0.9436 2.2068 1.0901 1.5 -1.8 -0.9
H -0.6937 1.5086 1.7371 -0.7 1.2 -0.2
H 2.7910 0.9121 1.4434 -0.4 2.7 -1.0
O -3.2945 0.4487 0.7196 -1.4 -3.0 0.3
H -0.5364 1.5973 0.2319 -1.3 1.0 1.3
H -2.4744 0.8675 0.5910 1.8 1.6 -0.2
O 0.1253 -3.0641 0.7949 -2.1 -0.6 -0.7
H -1.2971 -1.5081 -4.0135 0.1 0.1 2.1
H 0.4248 0.1503 1.1219 -0.1 -0.3 -0.4
O -1.1761 -1.8721 -3.0933 0.0 0.0 -0.8
H 1.0273 -0.0922 -0.7379 0.1 -1.5 -2.0
H 0.5252 -3.5307 1.5002 1.3 -0.2 0.7
O 1.5431 2.2585 -2.5862 1.3 0.1 -1.0
H 2.3574 1.7373 -2.6870 -0.1 0.4 -0.4
H 1.2292 1.8129 -1.8227 -1.3 -0.6 1.4
O -1.5216 -1.2352 1.7348 -0.3 0.9 -3.8
H -1.6866 -1.2936 2.6031 -1.3 0.0 5.1
H -0.8115 -1.8440 1.6138 1.0 -1.0 -0.9
O 1.7358 -0.7422 -1.1662 0.3 -0.2 -0.1
H 1.4139 -1.1219 -2.0240 -0.1 0.9 1.5
H -1.3144 -1.2432 -2.3495 0.1 -0.1 -1.2
O -0.3748 0.4048 -0.5842 2.4 0.0 3.1
H -0.9402 0.5917 -1.2616 -2.2 0.8 -2.8
O 2.8701 1.8980 1.1610 3.2 -2.8 3.1
H 0.6354 -2.3910 0.3708 1.4 0.7 -0.3
H 2.2093 2.0808 0.5699 -2.8 0.4 -2.2
```
Forces are in eV/Å.

4.
A 10-piece molecular cluster, H19O10 overall in a non-equilibrium geometry. Source: the OMol25 dataset; level of theory: ωB97M-V/def2-TZVPD.

The calculation puts the energy above the lowest of the compared OMol25 structures with the same formula, charge and spin at 1.632 eV. The net charge is -1. The value obtained for the LUMO energy is 0.1084 Ha. The calculation puts the total energy at -763.8304 hartree.

The geometry in XYZ format:
```
29
Properties=species:S:1:pos:R:3:forces:R:3
O 2.1231 -0.2227 -3.1135 -0.3 -0.3 0.1
H 1.4317 -0.6457 -2.5868 -0.3 0.0 -0.2
H -2.5671 -0.1227 2.3962 0.2 -0.7 0.3
O -1.5319 -1.6354 1.8433 -0.8 1.2 0.7
H -1.0126 -2.4100 1.7101 0.6 -0.7 -0.4
H -0.8331 -2.0525 -0.7584 -0.9 -0.4 0.6
O 3.5717 -2.0954 -1.7042 -0.2 0.0 -0.1
H -1.1727 -0.9103 1.2323 0.2 -0.6 -0.2
H 3.1487 -1.3681 -2.1994 0.5 -0.1 0.1
O -1.5190 -0.6971 -2.2096 1.4 -0.4 -0.4
H -1.1121 1.4576 3.1462 -0.1 -0.2 0.1
H 1.8622 0.6952 -3.0706 0.1 0.5 0.0
O -0.2135 1.0959 3.1171 -0.5 0.3 0.7
H -3.7886 0.7166 2.2907 -0.1 0.1 0.2
H -0.9564 -0.4614 -1.3315 -1.7 0.7 -0.3
O 2.2245 3.4004 -1.0859 -1.1 -1.0 -0.6
H 1.6413 3.3580 -1.8603 0.5 0.6 -0.2
H 1.6832 2.7780 -0.5553 0.8 1.0 0.6
O 0.7308 2.2417 0.9127 0.3 1.5 -0.1
H 0.0235 2.0223 1.5437 0.8 -0.7 -0.6
H 0.8639 1.5507 0.2630 -0.7 -1.1 0.7
O -0.7350 -0.0172 0.0323 0.8 -1.0 -0.1
H -0.8299 0.9170 0.0224 -0.4 1.0 -0.1
H -0.2934 0.3450 3.7156 0.1 -0.2 -0.3
O -3.1737 0.3864 2.9561 -0.1 0.5 -0.4
H 2.9321 -2.3230 -1.0239 0.1 0.0 0.1
O -0.4335 -2.9113 -0.5295 -0.8 0.4 0.3
H -2.3939 -0.3320 -2.1050 -0.1 0.1 0.4
H 0.3296 -2.7599 -1.0477 1.8 -0.6 -0.8
```
Forces are in eV/Å.

5.
A 2-piece molecular cluster, H2 overall. Source: the OMol25 dataset; level of theory: ωB97M-V/def2-TZVPD.

The calculation puts the energy above the lowest of the compared OMol25 structures with the same formula, charge and spin at 0.938 eV. The net charge is -1. The value obtained for the LUMO energy (spin up / spin down) is 0.3769 / 0.2189 Ha. The calculation puts the total energy at -1.0256 hartree. The spin multiplicity is 2.

The geometry in XYZ format:
```
2
Properties=species:S:1:pos:R:3:forces:R:3
H 0.0000 0.0000 1.1041 0.0 0.0 -0.4
H 0.0000 0.0000 -1.1041 0.0 0.0 0.4
```
Forces are in eV/Å.

6.
A 2-piece molecular cluster, H2 overall in a non-equilibrium geometry. Source: the OMol25 dataset; level of theory: ωB97M-V/def2-TZVPD.

The calculation puts the energy above the lowest of the compared OMol25 structures with the same formula, charge and spin at 4.496 eV. The value obtained for the LUMO energy is -0.0647 Ha. The calculation puts the total energy at -0.9957 hartree.

The geometry in XYZ format:
```
2
Properties=species:S:1:pos:R:3:forces:R:3
H 0.7963 0.3097 0.3407 -3.0 -1.2 -1.3
H -0.7963 -0.3097 -0.3407 3.0 1.2 1.3
```
Forces are in eV/Å.

7.
A 2-piece molecular cluster, H2 overall in a non-equilibrium geometry. Source: the OMol25 dataset; level of theory: ωB97M-V/def2-TZVPD.

The calculation puts the energy above the lowest of the compared OMol25 structures with the same formula, charge and spin at 0.480 eV. The value obtained for the LUMO energy is 0.0746 Ha. The calculation puts the total energy at -1.1432 hartree.

The geometry in XYZ format:
```
2
Properties=species:S:1:pos:R:3:forces:R:3
H 0.1450 -0.2781 0.3478 -1.3 2.4 -3.0
H -0.1450 0.2781 -0.3478 1.3 -2.4 3.0
```
Forces are in eV/Å.

8.
H20HeO10 as an isolated structure in a non-equilibrium geometry. Source: the OMol25 dataset; level of theory: ωB97M-V/def2-TZVPD.

The calculation puts the energy above the lowest of the compared OMol25 structures with the same formula, charge and spin at 1.143 eV. The value obtained for the LUMO energy is 0.0014 Ha. The calculation puts the total energy at -767.2805 hartree.

The geometry in XYZ format:
```
31
Properties=species:S:1:pos:R:3:forces:R:3
He -0.2356 0.2011 0.3219 0.0 -0.1 0.1
O 2.3924 -0.8904 1.4591 0.2 0.3 -0.3
H 3.0792 -1.1684 2.0651 0.3 0.0 0.0
H 1.6090 -1.3540 1.7550 -0.3 -0.2 0.1
O 3.2662 2.9841 0.9844 0.1 0.7 0.8
H 3.0009 2.1898 0.5208 0.0 -0.5 -0.6
H 3.4629 3.6129 0.2901 0.1 0.0 -0.1
O 2.7052 0.9927 -0.8656 0.5 0.1 0.0
H 2.5131 0.2510 -0.2919 0.1 -0.5 0.4
H 1.8550 1.2428 -1.2273 -0.5 0.2 -0.4
O -2.9796 -0.3790 -2.8032 -0.1 0.2 0.0
H -3.0216 -0.6329 -1.8813 -0.2 0.1 0.5
H -3.8930 -0.2502 -3.0586 -0.2 0.0 -0.2
O -1.7627 2.6486 0.5705 -0.2 0.0 0.0
H -1.8959 3.5878 0.4430 -0.1 0.2 0.1
H -0.9558 2.4537 0.0938 0.3 -0.3 -0.2
O 0.3098 -2.5194 2.5533 -0.2 0.2 0.1
H -0.4486 -3.0443 2.2971 -0.4 0.0 0.0
H 0.1692 -2.3314 3.4812 0.1 0.2 0.3
O 1.3458 -4.1479 0.5991 0.1 -0.2 -0.4
H 0.9262 -3.4191 1.0561 0.3 0.1 0.0
H 0.7513 -4.8868 0.7287 -0.1 -0.3 0.0
O -0.5472 -1.4806 -2.7258 0.8 0.0 0.3
H -0.2400 -1.4576 -3.6321 0.1 -0.2 -0.3
H -1.4457 -1.1533 -2.7686 -0.4 0.1 -0.4
O 0.1718 1.2680 -2.0445 0.0 0.7 0.2
H 0.1541 0.3576 -2.3398 -0.2 -0.9 0.0
H -0.2100 1.7628 -2.7695 0.0 0.2 -0.1
O -3.3621 1.5646 2.6584 -0.3 -0.4 0.4
H -2.8009 1.6509 1.8878 0.4 0.2 -0.3
H -3.9134 2.3470 2.6426 -0.1 0.1 0.0
```
Forces are in eV/Å.

9.
A 10-piece molecular cluster, H20N2O11 overall in a non-equilibrium geometry. Source: the OMol25 dataset; level of theory: ωB97M-V/def2-TZVPD.

The calculation puts the energy above the lowest of the compared OMol25 structures with the same formula, charge and spin at 3.382 eV. The value obtained for the LUMO energy is -0.0510 Ha. The calculation puts the total energy at -948.8503 hartree.

The geometry in XYZ format:
```
33
Properties=species:S:1:pos:R:3:forces:R:3
N -0.4845 0.2666 0.5802 8.6 4.0 -3.6
H 0.4645 0.4756 -0.0358 -2.8 -1.2 2.0
H -0.5025 -0.5284 1.0242 1.0 -5.7 4.4
H -1.1905 0.1746 0.0342 -6.2 -0.4 -5.3
H -0.6155 1.0526 1.0782 -0.6 3.0 3.2
N -1.2355 -1.4344 3.6292 2.7 -0.7 2.6
O -1.4155 -0.2184 3.8072 -1.9 0.2 -0.4
O -0.1615 -1.7454 3.0692 1.0 -0.3 -2.4
O -1.8015 -2.3684 4.2172 -1.7 1.0 -0.4
O -3.1885 1.8426 -0.1898 -1.1 3.0 6.0
H -2.7095 1.8426 -0.9228 2.7 -1.2 -5.8
H -2.7155 2.6786 0.1662 -1.8 -1.7 0.2
O 2.9415 -0.7594 -1.5278 4.3 1.6 0.4
H 4.0135 -0.4944 -1.3528 -4.7 -1.2 -1.0
H 2.5575 -0.0614 -2.1068 0.6 -0.4 0.5
O 1.1025 1.2756 -2.0938 -3.5 1.3 -1.7
H 0.0565 1.3326 -2.3298 3.1 -0.7 1.2
H 1.3675 2.0726 -2.6018 0.4 -0.6 0.5
O 2.3645 -1.2314 1.7032 -8.3 -1.5 -3.8
H 3.1025 -1.1174 2.0962 8.1 1.3 4.2
H 1.7435 -1.5414 2.3952 -0.1 0.3 -0.5
O 0.2665 -1.6944 -1.4918 -1.9 0.8 -1.5
H 1.1985 -1.5994 -1.4288 1.8 -0.2 0.6
H 0.1115 -1.2454 -2.3598 0.0 -0.8 1.0
O 2.7915 1.8006 0.5152 -0.7 -5.2 4.2
H 2.9045 2.3796 -0.1198 0.8 5.1 -4.8
H 2.9715 0.9656 0.0422 -0.3 0.0 0.7
O -2.9025 -1.6234 0.5512 -2.6 0.9 2.4
H -2.3885 -2.4144 0.5552 0.5 -1.1 0.3
H -3.5685 -1.7124 1.3642 2.4 0.2 -2.6
O -1.8005 1.2136 -2.4508 1.0 -1.2 -0.4
H -1.6565 2.0916 -2.8818 -0.3 -1.7 -0.6
H -1.6225 0.3236 -2.9348 -0.6 3.0 0.5
```
Forces are in eV/Å.

10.
A 10-piece molecular cluster, H20N2O11 overall in a non-equilibrium geometry. Source: the OMol25 dataset; level of theory: ωB97M-V/def2-TZVPD.

The calculation puts the energy above the lowest of the compared OMol25 structures with the same formula, charge and spin at 2.181 eV. The value obtained for the LUMO energy is -0.0522 Ha. The calculation puts the total energy at -948.8945 hartree.

The geometry in XYZ format:
```
33
Properties=species:S:1:pos:R:3:forces:R:3
N -0.3727 0.1531 -3.4785 -6.3 0.1 -1.5
H 0.3833 -0.1129 -3.0565 5.9 -2.2 4.1
H -0.1797 0.0351 -4.4105 0.8 0.0 -3.4
H -0.4917 1.1501 -3.3045 -1.1 -0.3 0.6
H -1.1447 -0.5899 -3.3495 0.8 2.3 0.8
N 0.4593 0.2301 0.2155 -0.1 -2.8 -0.8
O 0.6843 -0.2679 1.3105 0.9 0.8 1.8
O -0.6467 0.1011 -0.2515 -3.8 0.9 -1.1
O 1.3203 0.5501 -0.5715 2.9 1.7 -0.7
O 3.9163 -0.1119 1.0275 2.3 0.7 -1.5
H 3.0343 -0.0379 0.7515 -1.8 0.2 -0.5
H 3.9293 -0.3629 1.9165 -0.2 -0.6 2.0
O -2.9757 1.9691 1.0595 -0.1 3.7 -1.5
H -2.1417 2.4571 0.9055 -0.7 -0.3 0.3
H -2.6947 1.1481 1.3275 0.9 -3.4 1.4
O 1.1513 -1.2229 3.9155 2.1 2.8 0.1
H 0.7283 -1.9549 4.2215 -1.8 -3.3 1.7
H 0.8913 -1.1699 3.0205 -0.3 0.5 -1.6
O -2.9307 1.2731 -1.9735 -1.2 -2.4 -2.3
H -2.6907 2.1211 -2.2335 0.5 2.4 0.0
H -2.6177 1.0551 -1.1275 0.6 0.0 2.2
O 2.0543 -2.3019 0.2535 -0.7 -1.7 0.8
H 1.7543 -1.5089 0.7315 0.1 -0.5 0.0
H 1.7203 -3.0689 0.8055 0.6 1.5 -1.0
O -2.0677 -0.1489 3.1215 -0.2 -2.2 -2.2
H -1.4477 -0.8559 2.7305 -1.0 2.2 1.5
H -1.7127 0.4271 3.7765 1.2 0.1 0.6
O -2.8857 -1.2399 0.1105 0.2 -2.7 -3.7
H -2.7687 -1.8419 -0.7535 -1.4 1.4 2.8
H -2.0077 -0.8949 -0.0455 0.9 1.0 1.1
O 3.5443 1.3861 -2.3365 -2.7 3.2 0.3
H 2.7503 1.2181 -1.6785 2.4 0.7 -1.7
H 3.4543 2.4191 -2.6315 0.2 -3.9 1.3
```
Forces are in eV/Å.